# 1
The following is a quantum chemistry calculation of an isolated molecule of C23H29N3O4, from OMol25.

```
59
Properties=species:S:1:pos:R:3
C 0.00616 4.09097 1.64133
C 0.01465 3.51900 0.23251
H 0.94466 2.97702 0.03574
H -0.11684 4.30930 -0.51320
O -1.08343 2.61765 0.05705
C -0.81629 1.32369 -0.06936
O 0.29334 0.85682 -0.11964
C -2.09595 0.49861 -0.21273
C -1.77953 -0.96641 0.11355
H -0.78098 -1.19260 -0.26221
H -2.48816 -1.62400 -0.38948
C -1.85630 -1.21251 1.63287
N -1.58665 0.00038 2.36475
C -0.48861 0.31976 3.08960
O -0.35112 1.43585 3.56131
C 0.55491 -0.75480 3.33052
H 1.02764 -0.52993 4.28824
H 0.10450 -1.74555 3.39833
C 1.63332 -0.72214 2.23291
C 2.51247 -1.92495 2.35701
N 3.58035 -1.83764 3.14260
C 4.33162 -2.91746 3.28532
C 4.01855 -4.11027 2.64950
N 2.95918 -4.20869 1.85849
C 2.21613 -3.12648 1.70980
H 1.36317 -3.21991 1.04980
H 4.61706 -5.00294 2.76513
H 5.19823 -2.81575 3.92463
H 1.16988 -0.69677 1.24691
H 2.23154 0.17985 2.35924
C -2.62286 1.00583 2.19194
C -3.16774 1.00145 0.75982
H -3.48207 2.00914 0.49109
H -4.03619 0.34413 0.67978
H -3.43330 0.81278 2.90655
H -2.17747 1.97115 2.43771
H -2.86802 -1.53882 1.90386
H -1.16471 -2.00304 1.91402
C -2.58005 0.66386 -1.67316
C -1.53640 0.24953 -2.67227
C -1.48216 -1.05058 -3.16348
C -0.49866 -1.43491 -4.04865
C 0.46827 -0.52260 -4.47155
C 0.41312 0.78344 -3.99935
C -0.58248 1.15430 -3.11260
H -0.61360 2.17641 -2.76277
H 1.13653 1.52002 -4.31135
O 1.39906 -1.00292 -5.34208
C 2.41405 -0.13619 -5.78571
H 3.04429 -0.73271 -6.44352
H 2.00424 0.70932 -6.34821
H 3.01538 0.23889 -4.95134
H -0.45396 -2.44270 -4.43016
H -2.22405 -1.77284 -2.85530
H -3.48391 0.06485 -1.80486
H -2.83882 1.71370 -1.82715
H 0.85155 4.76172 1.76429
H -0.91290 4.64488 1.81754
H 0.07935 3.29182 2.37636
```

Summary:
- HOMO-LUMO gap (eV) = 9.0742

***

# 2
The following is a quantum chemistry calculation of a structure of composition C23H29N4O6PSW, from OMol25.

```
65
Properties=species:S:1:pos:R:3
W -0.48386 -0.02791 -0.33718
O 4.28466 -3.10127 1.45055
C 4.31919 -2.97654 0.14357
O 5.15892 -3.45955 -0.55248
C 3.19931 -2.18832 -0.51085
C 3.08152 -2.01538 -1.88820
N 1.98301 -1.29062 -2.13251
N 1.34812 -0.96849 -0.98974
C 2.08482 -1.52027 0.01298
C 1.51144 -1.35732 1.36875
O 2.01015 -1.78064 2.38807
O 0.35930 -0.72880 1.27858
H 3.57655 -2.63415 1.94014
H 3.74465 -2.37422 -2.65365
H 1.49458 -1.18668 -3.03264
C -0.09208 -4.38010 2.27829
C -0.51582 -3.76446 0.99239
C 0.12843 -4.10595 -0.20189
C -0.19174 -3.48377 -1.39675
C -1.18037 -2.50957 -1.42744
C -1.92715 -2.21240 -0.26461
C -1.57577 -2.84828 0.93510
S -1.38564 -1.56682 -2.97014
O -2.67281 -1.68715 -3.54249
O -0.18034 -1.78218 -3.71051
N -1.21091 -0.03242 -2.26566
C -2.38885 0.62082 -1.93260
C -3.42272 0.99177 -2.78344
C -4.54175 1.58924 -2.22578
C -4.58678 1.82928 -0.85164
C -3.51292 1.46690 -0.06632
N -2.42185 0.86426 -0.58254
H 0.46279 -5.29812 2.10978
H -0.94156 -4.59090 2.92411
H 0.56156 -3.69053 2.81700
H 0.88906 -4.87132 -0.18896
H 0.30457 -3.75156 -2.31832
H -2.88373 -1.68858 -0.34648
H -2.17385 -2.67207 1.82087
H -3.33925 0.79463 -3.83954
H -5.38224 1.85575 -2.84739
H -5.44831 2.29219 -0.39877
H -3.51535 1.63244 1.00436
C 2.84513 1.74984 1.80072
C 2.25261 2.34124 0.52601
P 0.41994 2.15079 0.33685
C -0.08581 3.57998 -0.72679
C 0.25112 4.98202 -0.21842
C -0.34961 2.21346 2.04142
C -0.80551 3.56829 2.57219
H 3.93122 1.76047 1.73056
H 2.52483 0.72329 1.95817
H 2.57210 2.34318 2.66942
H 2.69808 1.85990 -0.35285
H 2.49585 3.40563 0.48667
H -1.15709 3.49320 -0.93905
H 0.43897 3.40139 -1.67457
H -0.47110 5.34583 0.50322
H 0.25061 5.66922 -1.05959
H 1.23557 5.02808 0.23600
H 0.38969 1.78688 2.72867
H -1.20394 1.50487 2.01327
H 0.03025 4.26050 2.63267
H -1.20312 3.43993 3.57759
H -1.58679 4.00108 1.95182
```

Summary:
- total charge = +2
- multiplicity = 3
- HOMO-LUMO gap (alpha / beta) (eV) = 6.8566 / 7.3684

***

# 3
The following is a quantum chemistry calculation of a structure of composition C23H30AlN3, from OMol25.

```
57
Properties=species:S:1:pos:R:3
C 0.81075 1.76157 -1.64464
H 1.69312 2.12769 -1.11200
H 1.21919 1.21816 -2.52775
H -0.13080 1.36310 -0.57970
C -0.02363 2.95432 -2.19418
H -0.91442 2.55262 -2.70207
H -0.40334 3.51949 -1.33558
C 0.71441 3.89949 -3.13852
H 0.05149 4.70868 -3.46682
H 1.57725 4.35788 -2.64764
H 1.06556 3.36920 -4.02869
C -0.91532 -1.71917 -1.28833
C -1.52528 -0.75834 -2.17725
C -0.60962 -0.50182 -3.25273
C 0.62261 -1.18401 -2.97070
C 0.43865 -1.96279 -1.76195
C 1.31013 -3.09422 -1.33718
C 1.79565 -1.30125 -3.88437
C -0.91445 0.23183 -4.51147
C -2.96135 -0.35720 -2.12992
C -1.62542 -2.53622 -0.26642
Al 0.28368 0.03530 -1.13653
H 2.68989 -1.61547 -3.33243
H 1.61139 -2.05057 -4.66998
H 2.01348 -0.34513 -4.37984
H 2.36979 -2.85597 -1.48957
H 1.15204 -3.35198 -0.28442
H 1.07876 -3.98763 -1.93919
H -2.53490 -2.03256 0.07904
H -1.92069 -3.50867 -0.69330
H -0.99070 -2.73658 0.60377
H -3.11095 0.63307 -2.57782
H -3.58312 -1.07728 -2.68450
H -3.32525 -0.32797 -1.09556
H -0.13811 0.97606 -4.75002
H -0.97109 -0.46644 -5.36077
H -1.87760 0.75294 -4.44532
N -1.11569 1.55183 9.23559
C -0.84050 1.22898 8.14416
C -0.49219 0.83004 6.80651
C -1.31397 1.18067 5.72746
C -0.95920 0.80947 4.42029
C 0.22804 0.09324 4.21799
C 1.03818 -0.28581 5.28921
C 0.67787 0.08769 6.58974
N 0.64436 -0.20934 2.90816
C 1.85168 -0.84166 2.54165
C 1.89449 -0.86689 1.19215
N 0.71218 -0.29557 0.71967
C -0.02252 0.08884 1.77224
H -2.22740 1.74571 5.90113
H -1.59076 1.08419 3.58134
H 1.95003 -0.86098 5.12445
H 1.30897 -0.19609 7.42815
H 2.55803 -1.19226 3.26081
H 2.64543 -1.23490 0.51937
H -0.96884 0.59270 1.73428
```

Summary:
- total charge = +2
- HOMO-LUMO gap (eV) = 5.9574

***

# 4
The following is a quantum chemistry calculation of a structure of composition C23H30BF4MnNO4P2S4Te, from OMol25.

```
71
Properties=species:S:1:pos:R:3
Mn 0.47830 0.59520 -0.81132
S 1.38880 1.01520 1.38659
C 1.49519 2.58131 0.61571
C 1.81794 3.80463 1.19863
C 1.82228 4.92384 0.39492
C 1.50533 4.82143 -0.96177
C 1.18297 3.58462 -1.46316
N 1.19410 2.50432 -0.67869
H 2.04328 3.84745 2.25574
H 2.07000 5.88964 0.81862
H 1.50740 5.68557 -1.61139
H 0.92016 3.42263 -2.49929
S -0.26331 -4.19287 -2.29000
P 0.81279 -3.24896 -0.95915
S -0.02709 -1.55006 -0.17244
C 2.50019 -2.89108 -1.50588
C 3.37643 -2.23514 -0.64281
C 4.69199 -2.02637 -1.02044
C 5.13738 -2.47652 -2.25922
C 4.26399 -3.12433 -3.12000
C 2.94162 -3.33188 -2.74411
C 1.09337 -4.29347 0.52007
C 1.61935 -5.56755 0.29084
C 1.89675 -6.41273 1.35211
C 1.64262 -5.99930 2.65701
C 1.10942 -4.74134 2.88906
C 0.83595 -3.88561 1.82348
H 3.02050 -1.87042 0.31455
H 5.36698 -1.50179 -0.35504
H 6.16577 -2.30842 -2.55678
H 4.60770 -3.46234 -4.08967
H 2.24238 -3.82844 -3.40435
H 1.80072 -5.89153 -0.72729
H 2.30998 -7.39625 1.16401
H 1.85737 -6.66101 3.48796
H 0.90328 -4.41455 3.90144
H 0.41593 -2.90410 2.00856
C -3.13237 -1.40677 -2.17447
S -2.71035 0.22227 -1.61276
C -3.70402 1.15418 -2.74408
O -1.29492 0.44597 -2.12773
H -4.18798 -1.58451 -1.95445
H -2.50627 -2.10963 -1.62396
H -2.91848 -1.48146 -3.24238
H -4.75235 0.88442 -2.60409
H -3.36205 0.92912 -3.75598
H -3.55151 2.20710 -2.50879
F 1.08822 0.50691 -2.91758
B 2.54268 0.45275 -2.84789
F 3.05559 1.68362 -3.25433
F 3.01234 -0.60013 -3.59875
F 2.77585 0.25744 -1.45475
C -0.56067 2.88502 4.43752
C -1.85088 3.20116 3.72252
O -1.63425 3.15159 2.30651
P -2.21189 2.01283 1.31450
O -1.30073 2.02760 0.11442
Te -2.67465 0.00549 2.48049
O -3.58220 2.67595 0.75716
C -4.71332 2.89904 1.59913
C -5.93309 3.00738 0.71586
H -0.69834 2.97469 5.51947
H 0.22879 3.57573 4.12764
H -0.24752 1.86615 4.20028
H -2.19772 4.20982 3.95330
H -2.62310 2.49218 4.01421
H -4.56132 3.82228 2.16746
H -4.81886 2.07482 2.30431
H -5.80164 3.79393 -0.03054
H -6.81655 3.24030 1.31577
H -6.10420 2.06295 0.19543
```

Summary:
- total charge = -1
- multiplicity = 5
- HOMO-LUMO gap (alpha / beta) (eV) = 5.0243 / 6.8760